1) Density functional theory data (wB97M-V/def2-TZVPD) for a cluster of 2 separate species, C2H3N3O3 in total.

ORCA input file:
```
! wB97M-V def2-TZVPD RIJCOSX def2/J DEFGRID3
* xyz 0 1
C -1.169 -0.071 -0.163
C -0.042 0.835 -0.075
H -2.481 1.171 -0.533
H 0.963 -1.943 -0.489
H 1.931 0.093 1.157
N -0.712 -1.259 -0.177
N 0.572 -1.287 0.083
N 1.010 0.000 -0.277
O -2.444 0.144 0.369
O 2.258 0.221 0.210
O 0.113 2.095 -0.104
*
```

Calculated values
- E_HOMO (eV) = -9.74
- orbital gap (eV) = 9.20

***

2) Density functional theory data (wB97M-V/def2-TZVPD) for a structure of composition C2H3N3O3.

ORCA input file:
```
! wB97M-V def2-TZVPD RIJCOSX def2/J DEFGRID3
* xyz 0 1
C -0.254 -0.118 0.379
C -0.341 0.645 -1.596
H -2.117 0.965 1.276
H -0.672 1.314 -2.577
H 2.756 -1.022 0.595
N -0.468 -0.768 1.649
N -1.067 0.635 -0.492
N 1.186 -0.207 -0.044
O -1.682 0.107 2.056
O 0.953 -0.170 -1.678
O 1.705 -1.382 0.431
*
```

Calculated values
- E_HOMO (eV) = -8.93
- orbital gap (eV) = 8.30

***

It turns out 1) is the most stable, with the second structure 3.190 eV higher.

***

1) Density functional theory data (wB97M-V/def2-TZVPD) for an isolated molecule of C2H3N3O3.

ORCA input file:
```
! wB97M-V def2-TZVPD RIJCOSX def2/J DEFGRID3
* xyz 0 1
C -1.004 0.216 0.349
C 0.273 -0.294 -1.303
H -2.743 0.946 0.585
H 2.346 0.153 0.536
H 0.129 -0.639 1.668
N -0.972 0.259 -0.929
N 0.914 -0.656 -0.146
N 0.195 -0.095 0.895
O -1.973 0.681 1.151
O 0.608 -0.353 -2.493
O 2.228 -0.218 -0.312
*
```

Calculated values
- E_HOMO (eV) = -9.81
- SMILES string = O=c1nc(O)[nH]n1O
- orbital gap (eV) = 10.01

***

2) Density functional theory data (wB97M-V/def2-TZVPD) for an isolated molecule of C2H3N3O3.

ORCA input file:
```
! wB97M-V def2-TZVPD RIJCOSX def2/J DEFGRID3
* xyz 0 1
C -0.888 -0.711 0.266
C 0.554 -0.422 0.028
H -0.432 -2.601 0.428
H -2.098 -2.384 0.375
H 1.518 2.336 0.230
N -1.187 -1.970 0.570
N -1.657 0.328 0.103
N 0.604 0.856 -0.382
O -0.722 1.375 -0.343
O 1.633 1.748 -0.504
O 1.427 -1.256 0.243
*
```

Calculated values
- E_HOMO (eV) = -9.28
- SMILES string = Nc1non(O)c1=O
- orbital gap (eV) = 9.71

***

It turns out 1) is the most stable, with the second structure 1.848 eV higher.

***

1) Density functional theory data (wB97M-V/def2-TZVPD) for an isolated molecule of C2H3N3O3.

ORCA input file:
```
! wB97M-V def2-TZVPD RIJCOSX def2/J DEFGRID3
* xyz 0 1
C -0.356 0.741 1.514
C -0.457 -0.758 0.056
H 0.778 1.417 -1.947
H 1.778 0.212 -1.283
H -0.845 -2.470 0.191
N 0.821 0.360 -1.686
N -0.053 0.350 -0.565
N -0.856 -0.562 1.302
O 0.057 1.406 0.329
O -0.351 1.245 2.646
O -0.515 -1.942 -0.558
*
```

Calculated values
- E_HOMO (eV) = -9.85
- SMILES string = Nn1oc(=O)nc1O
- orbital gap (eV) = 10.13

***

2) Density functional theory data (wB97M-V/def2-TZVPD) for an isolated molecule of C2H3N3O3.

ORCA input file:
```
! wB97M-V def2-TZVPD RIJCOSX def2/J DEFGRID3
* xyz 0 1
C 1.452 0.093 -0.080
C -0.615 0.681 -0.269
H -2.249 -2.080 -0.127
H -1.647 -0.828 1.347
H -1.630 2.121 0.505
N -1.542 -1.272 0.327
N -0.621 -0.737 -0.618
N 0.483 1.165 -0.157
O 0.644 -1.088 -0.015
O 2.609 0.068 0.293
O -1.721 1.275 0.161
*
```

Calculated values
- E_HOMO (eV) = -9.92
- SMILES string = Nn1oc(=O)nc1O
- orbital gap (eV) = 10.23

***

3) Density functional theory data (wB97M-V/def2-TZVPD) for an isolated molecule of C2H3N3O3.

ORCA input file:
```
! wB97M-V def2-TZVPD RIJCOSX def2/J DEFGRID3
* xyz 0 1
C -0.280 -0.015 -0.184
C -1.301 -0.285 0.650
H 1.930 -0.033 -1.506
H 1.459 -1.175 -2.545
H 0.300 0.768 2.255
N 1.181 -0.788 -1.604
N -0.039 -0.791 -1.107
N -0.189 1.392 1.701
O 0.374 1.289 0.272
O -1.313 0.825 1.553
O -2.121 -1.188 0.514
*
```

Calculated values
- E_HOMO (eV) = -9.55
- SMILES string = N/N=c1\o[nH]oc1=O
- orbital gap (eV) = 9.14

***

4) Density functional theory data (wB97M-V/def2-TZVPD) for an isolated molecule of C2H3N3O3.

ORCA input file:
```
! wB97M-V def2-TZVPD RIJCOSX def2/J DEFGRID3
* xyz 0 1
C 0.459 -0.826 -0.023
C -1.650 -0.212 0.116
H 2.348 -1.223 -0.561
H -1.275 1.488 -0.890
H 1.012 1.134 1.274
N -0.743 -1.293 0.167
N -0.814 0.884 -0.157
N 0.519 0.511 -0.431
O 1.497 -1.530 0.022
O -2.846 -0.210 0.134
O 1.492 1.278 0.349
*
```

Calculated values
- E_HOMO (eV) = -10.27
- SMILES string = O=c1nc(O)n(O)[nH]1
- orbital gap (eV) = 10.12

***

It turns out 1) is the most stable, with the second structure 0.367 eV higher.